[1]
C15H16BrN3O5 | ωB97M-V/def2-TZVPD

Element x y z (Å)
1 C 2.528186 -1.363177 4.643096
2 C 2.151108 -1.022501 3.254479
3 N 1.093370 -0.300600 2.968748
4 N 1.049715 -0.172102 1.633002
5 C 2.058733 -0.807922 1.016563
6 C 2.815836 -1.377994 2.044470
7 N 3.989495 -2.139256 1.926804
8 O 4.489674 -2.570664 2.948725
9 O 4.448053 -2.326202 0.812205
10 C 2.233486 -0.816553 -0.451987
11 H 1.375804 -1.293419 -0.923603
12 H 3.133548 -1.368480 -0.707198
13 H 2.320828 0.203022 -0.827834
14 C -0.056158 0.518099 1.042029
15 H -0.502049 1.159658 1.804452
16 H 0.272678 1.133215 0.197890
17 C -1.115273 -0.461912 0.536305
18 O -0.909381 -1.613781 0.272301
19 O -2.289037 0.151419 0.421689
20 C -3.398301 -0.627045 -0.029750
21 H -3.384473 -1.603472 0.463851
22 C -3.397007 -0.832872 -1.550253
23 O -3.496457 0.392494 -2.238218
24 C -2.387957 1.154276 -2.456755
25 C -1.074180 0.694501 -2.463065
26 C -0.033987 1.564516 -2.740166
27 C -0.299759 2.894226 -3.008724
28 C -1.602585 3.366941 -3.020178
29 C -2.636902 2.498019 -2.747296
30 H -3.659528 2.838928 -2.754871
31 H -1.803284 4.404185 -3.238120
32 Br 1.145225 4.087035 -3.358883
33 H 0.982062 1.200528 -2.759265
34 H -0.836294 -0.339328 -2.267425
35 H -4.296595 -1.392307 -1.818920
36 H -2.521559 -1.413030 -1.853903
37 H -4.277844 -0.055353 0.269315
38 H 3.531916 -1.001346 4.858704
39 H 1.815753 -0.917684 5.330725
40 H 2.543141 -2.444065 4.771063

Cartesian forces (eV/Å) of the 6 atoms listed first:
C -0.026 0.004 0.166
C 0.231 -0.128 -0.497
N -0.263 0.060 0.862
N 0.638 -0.280 -0.336
C 0.440 -0.237 0.165
C -1.396 0.895 0.039

Summary:
2S+1: 1
SMILES: Cc1nn(CC(=O)OCCOc2ccc(Br)cc2)c(C)c1[N+](=O)[O-]
HOMO in eV: -8.859
Largest force on an atom in eV Å⁻¹: 1.66
LUMO level in eV: 0.1085
Orbital gap in eV: 8.97
ΔE to the lowest compared entry with this formula, charge and spin in kJ/mol: 0.0

[2]
C60H149N11O14 | ωB97M-V/def2-TZVPD

Element x y z (Å)
1 C 12.228461 1.295840 -2.766364
2 C 10.802090 1.813698 -2.637643
3 C 10.691511 3.165900 -3.408108
4 C 10.574204 3.121889 -4.915210
5 C 9.300333 2.229500 -5.106825
6 C 9.424690 0.799566 -4.597636
7 N 9.719668 0.902930 -3.186023
8 O 9.775582 -0.330252 -2.565655
9 C 8.066434 0.138242 -4.689798
10 C 10.373330 -0.064856 -5.550918
11 C 10.516105 2.044905 -1.082886
12 H 12.184294 0.260404 -2.428690
13 H 12.943615 1.891292 -2.198833
14 H 12.563133 1.264382 -3.803243
15 H 9.949887 3.786327 -2.904943
16 H 11.647649 3.683123 -3.328216
17 H 11.477899 2.635841 -5.282913
18 H 10.434745 4.095004 -5.386067
19 H 9.267939 2.202835 -6.196014
20 H 8.378010 2.653263 -4.709533
21 H 7.972202 -0.866238 -4.277208
22 H 7.285441 0.664464 -4.140943
23 H 7.756837 0.067345 -5.732498
24 H 10.401159 -1.122644 -5.289393
25 H 10.119962 0.061008 -6.603568
26 H 11.432038 0.182137 -5.471915
27 H 9.576404 2.582055 -0.954267
28 H 11.325376 2.663360 -0.694701
29 H 10.578826 1.135674 -0.485000
30 H 8.933660 -0.412131 -2.111711
31 C 6.038633 -8.237982 1.161386
32 C 5.468805 -9.628986 0.707126
33 C 6.453773 -10.775905 1.162042
34 C 6.366369 -11.043628 2.665564
35 C 4.961611 -11.433623 3.140445
36 C 3.934584 -10.381262 2.799791
37 N 4.159766 -9.936521 1.382537
38 O 3.100329 -9.163668 0.817925
39 C 2.576301 -11.156932 2.828483
40 C 3.901112 -9.326606 3.879063
41 C 5.507436 -9.801293 -0.794005
42 H 5.376185 -7.479996 0.743392
43 H 7.018993 -8.200416 0.686418
44 H 6.108300 -8.156365 2.246092
45 H 6.212216 -11.713087 0.660601
46 H 7.465963 -10.449212 0.923592
47 H 6.646181 -10.220656 3.323225
48 H 7.054826 -11.805664 3.030838
49 H 5.177373 -11.397511 4.208263
50 H 4.659621 -12.448323 2.881037
51 H 1.848760 -10.610244 2.228551
52 H 2.688798 -12.154248 2.403281
53 H 2.214223 -11.324988 3.842752
54 H 3.231339 -8.532390 3.549361
55 H 3.519504 -9.748304 4.808934
56 H 4.845543 -8.824902 4.089910
57 H 5.055413 -10.725099 -1.155066
58 H 6.522028 -9.758422 -1.190064
59 H 5.035075 -8.927843 -1.243513
60 H 3.389390 -8.328289 1.192330
61 C -2.702805 -0.389592 8.774051
62 O -4.079799 -0.344193 9.117394
63 C -4.362243 -0.938481 10.417767
64 C -5.777381 -0.527221 10.907724
65 N -5.620259 0.936665 11.245678
66 C -6.903976 1.583419 11.258438
67 C -6.964602 2.976263 11.750361
68 O -6.205092 3.792400 10.853282
69 C -6.078565 5.186924 11.221827
70 H -2.563715 0.195036 7.864676
71 H -2.586219 -1.451551 8.557825
72 H -2.145009 0.056026 9.597682
73 H -3.519296 -0.719966 11.073363
74 H -4.347198 -2.023887 10.318979
75 H -6.128414 -1.128374 11.746472
76 H -6.418350 -0.671204 10.037933
77 H -5.041897 1.383746 10.548751
78 H -7.528358 0.967701 11.905843
79 H -7.236516 1.554930 10.220788
80 H -6.387880 3.171757 12.654395
81 H -7.986802 3.285923 11.967935
82 H -5.578316 5.250135 12.188188
83 H -6.984399 5.787160 11.307155
84 H -5.368499 5.646990 10.534629
85 C 2.185696 6.062232 -0.552711
86 O 1.462998 6.773112 0.425264
87 C 2.244750 7.696160 1.180671
88 C 1.442079 8.364894 2.284749
89 N 1.024363 7.316095 3.201090
90 C 0.125692 7.798384 4.203024
91 C -0.547811 6.577820 4.926603
92 O -1.219955 5.666345 4.024790
93 C -2.139358 4.743162 4.608695
94 H 2.818189 5.300287 -0.097210
95 H 2.699947 6.671842 -1.295682
96 H 1.525783 5.491295 -1.205899
97 H 2.594756 8.509977 0.545617
98 H 3.068314 7.128062 1.613223
99 H 0.651103 8.877358 1.737175
100 H 2.027065 9.135198 2.787253
101 H 0.587514 6.494529 2.808300
102 H -0.656916 8.442362 3.801890
103 H 0.747744 8.322896 4.928310
104 H -1.334056 6.968795 5.572415
105 H 0.241798 6.141221 5.538148
106 H -3.045059 5.268908 4.911027
107 H -1.763877 4.178057 5.461799
108 H -2.513969 4.099156 3.813068
109 C -9.075048 1.416710 3.118398
110 O -9.723635 0.219143 3.349731
111 C -8.804020 -0.918715 3.471395
112 C -9.670846 -2.143263 3.889250
113 N -9.033002 -3.475405 3.696364
114 C -7.690557 -3.650940 4.308322
115 C -7.149004 -4.962376 3.859437
116 O -6.719718 -4.978282 2.547048
117 C -6.375106 -6.314200 2.080659
118 H -8.376875 1.382629 2.282033
119 H -8.557364 1.711984 4.031036
120 H -9.946434 2.069693 3.069658
121 H -8.050170 -0.700845 4.227926
122 H -8.420735 -1.001436 2.454359
123 H -10.549936 -2.130013 3.244945
124 H -10.106505 -2.056333 4.884598
125 H -8.882556 -3.615515 2.707520
126 H -7.778171 -3.635232 5.394684
127 H -7.054487 -2.823282 3.994474
128 H -7.916817 -5.709181 4.061530
129 H -6.332559 -5.261843 4.516579
130 H -7.292876 -6.883913 2.226352
131 H -5.475455 -6.724338 2.539482
132 H -6.177220 -6.271901 1.009604
133 C -4.858332 8.675075 -1.893248
134 C -4.539718 8.531219 -0.336409
135 C -5.751022 9.028522 0.450169
136 O -6.156223 10.417831 0.193338
137 C -6.318315 11.203226 1.280388
138 N -4.021019 7.218928 -0.057514
139 H -4.226385 8.083003 -2.555215
140 H -4.765642 9.709221 -2.224983
141 H -5.862259 8.297609 -2.087524
142 H -3.723700 9.200831 -0.064694
143 H -5.566573 8.785144 1.496520
144 H -6.614980 8.373688 0.336688
145 H -7.236664 10.981351 1.824009
146 H -6.295068 12.258755 1.009431
147 H -5.443846 11.031400 1.907979
148 H -4.147485 6.977196 0.914947
149 H -3.018431 7.256916 -0.173623
150 C 1.805806 -6.478321 -7.709963
151 C 1.077651 -7.476305 -8.708150
152 C -0.494749 -7.210565 -8.722581
153 O -0.943317 -7.653138 -7.483145
154 C -2.199752 -7.025662 -7.184300
155 N 1.737557 -7.116855 -9.986479
156 H 1.596032 -5.465736 -8.054580
157 H 2.891998 -6.556486 -7.756629
158 H 1.517099 -6.479209 -6.658887
159 H 1.339169 -8.507801 -8.472089
160 H -0.971055 -7.900849 -9.418822
161 H -0.676407 -6.222154 -9.144666
162 H -2.246997 -5.946549 -7.330517
163 H -2.420235 -7.187180 -6.129121
164 H -3.033267 -7.471213 -7.727288
165 H 1.273614 -7.585567 -10.751454
166 H 2.648156 -7.552781 -10.015974
167 C -10.670643 2.266874 -5.028986
168 C -9.234109 2.329228 -4.462087
169 C -8.977443 1.192165 -3.420634
170 O -9.202276 -0.143264 -3.922179
171 C -8.813254 -1.232854 -3.084975
172 N -8.278997 2.263179 -5.514423
173 H -10.827927 1.287201 -5.480220
174 H -10.904789 2.835279 -5.929090
175 H -11.411877 2.413969 -4.243472
176 H -9.099558 3.305771 -3.996945
177 H -9.604490 1.308122 -2.536624
178 H -7.984820 1.224552 -2.971468
179 H -8.835975 -2.252450 -3.469702
180 H -9.389100 -1.297215 -2.161745
181 H -7.773020 -1.101500 -2.787054
182 H -8.390735 1.361145 -5.954810
183 H -8.400714 2.929108 -6.263968
184 C -0.633340 -0.256462 -4.023323
185 C -1.543297 0.291386 -2.901321
186 C -0.713338 0.311205 -1.565825
187 O -0.253777 -0.895113 -1.056309
188 C -1.225271 -1.841349 -0.635031
189 N -2.107224 1.494349 -3.401754
190 H -0.444586 -1.280511 -3.701144
191 H 0.279765 0.323840 -4.155957
192 H -1.162756 -0.309803 -4.974625
193 H -2.410984 -0.368341 -2.902097
194 H -1.222622 0.883042 -0.790114
195 H 0.138898 0.979614 -1.688333
196 H -0.691706 -2.686163 -0.199483
197 H -1.936134 -2.265404 -1.344228
198 H -1.818498 -1.458678 0.195478
199 H -2.981109 1.312863 -3.874496
200 H -2.458305 1.965507 -2.580256
201 C 1.009711 5.782112 -10.042154
202 C 1.709922 4.561662 -10.646248
203 C 3.073903 4.227546 -9.924018
204 O 4.012854 5.257815 -9.763484
205 C 4.494689 5.745140 -11.003767
206 N 0.827070 3.338193 -10.524016
207 H 0.755030 5.623996 -8.994185
208 H 0.169158 5.990496 -10.704073
209 H 1.596261 6.697730 -10.117650
210 H 1.866117 4.731409 -11.711558
211 H 3.446477 3.324839 -10.408163
212 H 2.882523 3.965917 -8.883330
213 H 5.449230 6.250404 -10.856610
214 H 3.794688 6.446572 -11.457744
215 H 4.779740 4.951953 -11.694927
216 H 0.601750 3.222240 -9.546330
217 H 1.396673 2.535927 -10.752097
218 C 4.072239 1.047802 4.086960
219 C 5.044420 -0.150335 4.088791
220 C 4.588094 -1.380347 5.018452
221 O 4.377700 -1.022422 6.436125
222 C 5.550981 -0.471088 7.087762
223 N 5.057784 -0.563690 2.737994
224 H 3.051446 0.851436 3.759050
225 H 4.551045 1.884240 3.577816
226 H 3.887596 1.522083 5.050841
227 H 5.898893 0.352766 4.541422
228 H 5.169447 -2.301621 4.981144
229 H 3.645077 -1.810503 4.681138
230 H 6.269889 -1.277041 6.940446
231 H 5.315802 -0.315069 8.140595
232 H 6.025782 0.383633 6.605970
233 H 4.098508 -0.704212 2.454889
234 H 5.365839 0.213185 2.170848

Cartesian forces (eV/Å) of the 6 atoms listed first:
C -0.416 -0.953 -0.407
C -0.825 0.408 -0.018
C 1.390 0.937 0.904
C -2.191 -1.828 1.487
C 1.301 0.351 -2.060
C 0.562 -0.757 -0.823

Summary:
2S+1: 1
SMILES: CC1(C)CCCC(C)(C)N1O.CC1(C)CCCC(C)(C)N1O.COC[C@H](C)N.COC[C@H](C)N.COC[C@H](C)N.COC[C@H](C)N.COC[C@H](C)N.COC[C@H](C)N.COCCNCCOC.COCCNCCOC.COCCNCCOC
HOMO in eV: -8.169
Largest force on an atom in eV Å⁻¹: 3.96
LUMO level in eV: 0.2011
Orbital gap in eV: 8.37
ΔE to the lowest compared entry with this formula, charge and spin in kJ/mol: 437.0

[3]
C4H4NOP | ωB97M-V/def2-TZVPD

Element x y z (Å)
1 C 1.284908 1.634607 0.072860
2 C -0.441420 -1.033258 -0.154967
3 C 1.792301 0.444633 -0.371596
4 C -1.373245 -0.002240 0.229962
5 N 0.675271 2.613787 0.194587
6 O 2.104933 -2.304719 0.131973
7 P 1.304356 -1.083303 0.243808
8 H -0.692951 -1.339879 -1.074676
9 H -1.079332 0.829255 -0.454893
10 H -1.151785 0.432199 1.194869
11 H -2.423034 -0.191084 -0.011925

Cartesian forces (eV/Å) of the 6 atoms listed first:
C -0.391 -0.215 -0.701
C 2.240 0.973 2.462
C -0.328 -1.990 1.391
C 0.314 1.772 0.178
N -0.078 0.675 0.404
O -0.412 -0.011 0.409

Summary:
2S+1: 1
HOMO (alpha / beta) in eV: -9.628 / -9.848
Largest force on an atom in eV Å⁻¹: 4.02
LUMO level (alpha / beta) in eV: -2.1825 / -1.9185
Orbital gap (alpha / beta) in eV: 7.45 / 7.93
ΔE to the lowest compared entry with this formula, charge and spin in kJ/mol: 402.9